1.
DFT (ωB97M-V/def2-TZVPD) results for C25H21I2IrN3S2 as an isolated structure in a non-equilibrium geometry.

```
54
Properties=species:S:1:pos:R:3:forces:R:3
Ir 0.56742 0.84484 -0.41073 -1.0182 1.1290 1.5531
S 3.33492 -1.81506 1.98887 -0.0398 0.0213 -0.0918
C 3.70582 -2.18486 0.33387 0.3349 -0.4520 0.2775
C 4.62852 -3.09496 -0.16173 -0.2260 0.2467 0.5223
C 4.77222 -3.21316 -1.53633 0.0100 -0.0912 0.2292
C 3.99582 -2.45096 -2.40133 -0.6520 0.7776 0.0158
C 3.06482 -1.55016 -1.90953 0.6794 -0.0766 -0.8139
C 2.90482 -1.40486 -0.52673 -0.4745 0.5225 0.3454
N 2.03512 -0.57086 0.12657 0.1464 0.0553 -1.2778
C 2.15602 -0.68046 1.44847 -0.2659 0.1994 1.5783
C 1.29892 0.10054 2.29507 0.8331 -0.7273 -0.6078
C 1.38722 0.10814 3.68907 -0.2523 0.1428 0.7265
C 0.49752 0.86874 4.41887 0.9093 -0.7354 0.1543
C -0.47438 1.61544 3.76267 -0.3264 0.2128 -0.7826
C -0.54038 1.64574 2.37477 -0.2324 0.1295 -0.0596
C 0.33952 0.88974 1.61877 -0.0057 0.3835 -1.6536
H 5.22132 -3.69236 0.51187 0.1059 -0.0587 0.0486
H 5.49632 -3.90146 -1.94003 0.1002 -0.1222 -0.0099
H 4.11132 -2.56836 -3.46843 0.0148 0.0185 -0.0486
H 2.50512 -0.93106 -2.58933 0.0448 -0.1342 0.3244
H 2.15412 -0.47326 4.17787 0.0416 -0.0527 0.1717
H 0.56232 0.89324 5.49567 0.0003 -0.0353 0.0753
H -1.18528 2.19214 4.33157 -0.0661 0.1189 0.1141
H -1.27878 2.28004 1.90567 -0.0238 -0.0492 -0.0767
I 0.44172 -3.26256 -2.85663 0.3178 1.0583 -0.7358
C 1.49052 -0.25316 -4.47243 -1.2011 -0.2157 0.6089
I 0.68092 1.22304 -3.28883 0.2642 -0.4415 -0.3395
H 0.82062 -0.74386 -5.14933 -0.2564 -0.1152 -0.2357
H 2.53342 -0.17376 -4.71513 0.4310 -0.2856 0.2341
S 1.50322 3.41574 -0.17973 -0.0801 -2.5866 -0.1328
C -0.11888 3.53434 -0.74773 -0.1709 0.3707 -0.0338
C -0.70178 4.70694 -1.23823 -0.1578 -0.2505 0.0451
C -1.98918 4.64974 -1.73673 0.2367 -0.1445 0.2022
C -2.67698 3.43734 -1.68343 0.1557 -0.3328 0.1409
C -2.04538 2.32234 -1.16253 -0.9504 0.0536 -0.4001
N -0.78658 2.35754 -0.72893 0.6153 0.3633 -0.1599
H -0.12418 5.61874 -1.23553 0.0290 0.0506 -0.0374
H -2.45298 5.52984 -2.15823 -0.0352 0.0332 0.0018
H -3.68098 3.34614 -2.06103 -0.1498 -0.0033 0.0399
H -2.55798 1.37234 -1.09013 0.0285 -0.0404 -0.0310
N -1.18268 -1.08096 -0.65293 2.1164 1.1803 -0.4797
C -2.25548 -1.26186 0.22747 -1.3362 0.1073 1.3184
C -2.01608 -1.63016 1.55997 0.0319 0.3327 -0.7618
C -3.07168 -1.80526 2.42837 -0.4717 -0.0301 -0.0352
C -4.38278 -1.62426 1.99127 0.1661 0.0802 -0.1905
C -4.62558 -1.22496 0.67907 -0.0521 -0.2239 0.5356
C -3.57438 -1.04746 -0.19713 0.7865 -0.0066 -0.0266
H -1.48988 -0.99916 -1.61893 0.1764 -0.2476 0.0713
H -0.49208 -1.82766 -0.58503 -0.2799 -0.0164 -0.3004
H -0.99918 -1.75176 1.89947 0.1961 -0.1111 0.0764
H -2.88498 -2.08706 3.45257 0.0374 -0.0820 0.0977
H -5.20798 -1.80396 2.66437 -0.0234 0.0686 0.0438
H -5.64028 -1.07476 0.34287 -0.0561 -0.0011 -0.0545
H -3.77268 -0.76836 -1.22243 -0.0054 0.0135 -0.1757
```
Positions in Å, forces in eV/Å.

## Properties
Total charge: +2
Multiplicity: 2
HOMO-LUMO gap (alpha / beta), hartree: 0.1675 / 0.1395

=====

2.
DFT (ωB97M-V/def2-TZVPD) results for C25H21N5O4PPdS2 as an isolated structure in a non-equilibrium geometry.

```
59
Properties=species:S:1:pos:R:3:forces:R:3
Pd 1.07729 -0.55278 -0.73806 -0.6546 -0.7200 -0.5376
O -0.68469 -3.91760 0.88246 -0.2601 -0.1827 -0.0605
C 0.09273 -3.08251 0.51705 -0.0891 0.2903 -0.5093
N 0.06035 -2.34786 -0.67826 -0.5716 0.6130 0.6019
C -0.83870 -2.66039 -1.70238 0.3137 0.1386 0.4620
O -1.76792 -3.41602 -1.65473 -0.1655 -0.2807 0.1451
C -0.49069 -1.96164 -2.97472 -0.1042 -0.0430 -0.1067
C -1.11517 -2.29193 -4.15910 -0.1041 0.0037 -0.2326
C -0.77036 -1.58604 -5.30159 -0.1005 -0.0442 -0.0467
C 0.14810 -0.54910 -5.20693 -0.0056 -0.0012 -0.0775
C 0.71556 -0.27330 -3.97756 0.1992 0.0050 0.1914
N 0.41295 -1.00086 -2.89811 0.9112 0.4361 0.1681
C 1.29653 -2.74349 1.33119 0.2556 0.0112 0.0275
C 1.40914 -3.19666 2.62900 0.0707 -0.1557 0.1794
C 2.48128 -2.75450 3.38695 -0.0200 -0.0435 0.0853
C 3.42277 -1.91653 2.80468 0.0567 -0.0233 0.0819
C 3.25796 -1.54979 1.48309 0.0268 -0.0999 -0.3285
N 2.20690 -1.95807 0.76054 0.2494 0.5643 0.0506
H -1.85892 -3.07734 -4.15287 0.0447 -0.0005 -0.0134
H -1.22734 -1.82911 -6.25437 0.0327 0.0322 0.0842
H 0.42410 0.04350 -6.06994 -0.0188 -0.0424 0.0605
H 1.42108 0.53765 -3.83469 0.0354 -0.0480 0.0352
H 0.65019 -3.86410 3.01818 0.0143 0.0944 -0.0206
H 2.57544 -3.04741 4.42630 0.0140 -0.0037 -0.0833
H 4.26710 -1.53754 3.36726 -0.0357 -0.0657 -0.0648
H 3.97588 -0.90926 0.98361 -0.0693 0.0731 -0.0017
N 3.31737 -1.47357 -2.04349 -0.5207 0.1835 0.3063
N 4.12643 -0.33314 -2.06997 -0.7172 0.2049 0.2349
C 3.68578 0.80611 -1.37522 0.1159 -0.4880 0.2161
O 4.52752 1.62461 -1.09017 -0.6092 0.3287 0.1091
O 2.37264 0.93709 -1.13709 0.3105 0.1777 0.1381
H 3.78342 -2.28578 -1.67605 0.1315 -0.1115 0.1339
H 2.93327 -1.66616 -2.94652 0.1541 -0.2586 -0.5843
H 5.11489 -0.47070 -1.97131 0.2896 -0.0161 -0.1876
S 0.68635 0.33169 1.52656 0.3817 -0.4422 -1.2239
P -0.91405 1.27273 0.73306 -0.6870 0.6560 0.6709
S -0.86794 0.85179 -1.24142 1.1994 -0.7538 0.1510
C -2.41707 0.66016 1.46620 -0.1502 0.0298 -0.0239
C -2.98736 1.35689 2.53558 -0.0522 -0.1175 -0.0845
C -4.13346 0.85628 3.13497 0.0223 -0.0245 0.0005
C -4.70038 -0.32507 2.67192 0.0744 0.0287 -0.0229
C -4.12538 -1.01885 1.61160 -0.0385 -0.0541 0.0110
C -2.98151 -0.53200 1.00381 -0.0236 0.0748 0.1279
C -0.84306 3.03589 1.01032 0.0952 0.0895 -0.0312
C -0.03953 3.56848 2.01455 -0.0262 0.0495 -0.0528
C 0.00240 4.94507 2.19422 -0.0281 -0.0185 0.0090
C -0.75190 5.77489 1.37509 -0.0001 -0.0182 0.0152
C -1.56722 5.23786 0.38343 -0.0127 -0.0138 -0.0151
C -1.61428 3.86627 0.19498 0.0219 -0.0007 0.0790
H -2.54409 2.28010 2.88871 -0.0456 -0.0106 -0.0211
H -4.58627 1.39176 3.95960 0.0110 -0.0243 -0.0275
H -5.59733 -0.70889 3.14016 0.0061 0.0063 -0.0103
H -4.57058 -1.93997 1.25532 0.0299 0.0520 0.0303
H -2.53492 -1.06998 0.17672 -0.0114 -0.0092 0.0026
H 0.55654 2.91783 2.64513 0.0200 0.0612 -0.0654
H 0.63084 5.36771 2.96857 -0.0310 -0.0219 -0.0556
H -0.70112 6.85011 1.50461 -0.0223 -0.0883 0.0069
H -2.16130 5.89032 -0.24509 0.0551 -0.0434 0.0267
H -2.24025 3.44314 -0.58579 0.0320 0.0653 0.0468
```
Positions in Å, forces in eV/Å.

## Properties
Total charge: +1
Energy above the lowest of the compared OMol25 structures with the same formula, charge and spin, kJ/mol: 109.5
HOMO-LUMO gap, hartree: 0.2114

=====

3.
DFT (ωB97M-V/def2-TZVPD) results for C25H22AsClN3O8SW as an isolated structure in a non-equilibrium geometry.

```
62
Properties=species:S:1:pos:R:3:forces:R:3
W 0.32726 -0.32755 -0.10385 0.6853 0.3502 0.3497
Cl -4.89830 -1.49980 4.44490 -0.0122 -0.0042 0.0136
C -3.41283 -1.05096 3.68178 0.0352 -0.0130 0.0183
C -2.20216 -1.53692 4.18925 0.0029 0.0245 -0.0160
C -1.00275 -1.19822 3.60030 -0.0126 -0.0365 0.0884
C -0.99282 -0.39002 2.46622 0.2914 -0.0875 -0.1505
O 0.15858 -0.07659 1.86546 -0.2652 -0.2111 0.2169
C -2.20607 0.11570 1.96963 -0.0435 -0.0038 0.0844
C -2.17047 1.10503 0.94418 -0.1535 -0.1415 0.0053
N -1.12351 1.34529 0.21790 -0.1849 -0.2731 -0.0694
C -1.02816 2.50354 -0.58654 0.0758 0.1185 -0.0608
C -1.93317 3.53161 -0.65106 -0.0620 -0.0792 0.0514
C -1.69885 4.63868 -1.48822 -0.0034 0.0625 -0.0316
C -0.56201 4.72724 -2.23987 -0.0004 -0.0239 0.0022
C 0.40481 3.69820 -2.17656 -0.0142 -0.0533 0.0603
C 1.60101 3.69721 -2.93016 0.0039 0.0131 -0.0180
C 2.46741 2.65048 -2.81461 0.0318 0.0513 -0.0405
C 2.16245 1.60177 -1.93074 -0.0640 -0.0453 0.0794
N 1.07022 1.58185 -1.20144 -0.1139 0.0169 -0.0043
C 0.17229 2.59789 -1.33114 -0.0146 0.0162 -0.0762
C -3.41941 -0.21415 2.59727 -0.0105 0.0423 -0.0532
H -2.21749 -2.19022 5.05121 -0.0098 0.0029 0.0045
H -0.06490 -1.57595 3.98302 0.0029 -0.0043 -0.0190
H -3.08672 1.67517 0.80247 0.1381 0.2274 0.0478
H -2.83609 3.51285 -0.05636 -0.0071 0.0252 -0.0231
H -2.43657 5.42815 -1.52896 -0.0045 -0.0054 0.0088
H -0.38998 5.57703 -2.88715 0.0074 0.0015 -0.0009
H 1.80751 4.52142 -3.60130 -0.0003 0.0016 0.0013
H 3.37856 2.60547 -3.39347 0.0038 -0.0069 0.0105
H 2.82295 0.75144 -1.82428 0.0152 0.0029 -0.0275
H -4.35259 0.18429 2.21968 -0.0031 -0.0086 -0.0006
O -0.57416 -0.14223 -1.80834 -0.0667 -0.3771 -0.8168
As -1.52722 -2.41886 -1.57080 -0.2127 0.1389 1.2384
O -3.10209 -2.04983 -1.76150 0.3488 -0.1047 -0.3763
O -0.95841 -1.74700 -0.00407 0.0945 0.4304 -0.2417
C -1.11871 -4.29675 -1.57367 -0.1886 0.2140 -0.3499
C -1.94075 -5.13599 -2.31981 0.0984 -0.2573 -0.0816
C -1.53496 -6.43592 -2.58071 0.0213 0.0421 0.0461
C -0.29810 -6.87925 -2.11999 -0.1076 0.0611 -0.0352
C 0.52997 -6.03986 -1.38971 0.1371 0.0072 0.0812
C 0.12188 -4.74510 -1.12750 0.0871 0.1692 0.0755
S 1.93493 -2.71944 -0.40231 0.0602 -0.0676 0.0716
O 0.86265 -3.95962 -0.26024 -0.2018 -0.2351 -0.0893
O 1.38788 -1.71550 -1.41952 -0.3512 0.1024 -0.1670
O 1.55827 -2.01370 0.85834 -0.0259 0.0032 0.0421
H -1.43354 0.25666 -1.97665 -0.1007 -0.0256 0.0573
H -2.89289 -4.76804 -2.68172 0.0034 0.0205 0.0047
H -2.17764 -7.09924 -3.14289 0.0091 -0.0180 0.0134
H 0.02071 -7.89276 -2.32201 0.0050 -0.0030 -0.0068
H 1.47909 -6.37985 -0.99628 -0.0150 -0.0264 -0.0206
C 1.62516 2.81132 1.77595 -0.0505 -0.0932 0.0664
N 2.94206 2.19747 1.67730 0.0254 0.1558 0.0544
C 4.06407 2.90953 2.30200 -0.0201 -0.0131 -0.0083
C 3.17709 1.03984 1.09241 -0.0179 -0.1046 0.0216
O 2.37797 0.28095 0.52784 0.0830 -0.0087 -0.1053
H 1.40790 3.02836 2.82168 0.0035 0.0088 0.0050
H 0.86969 2.12651 1.40722 0.0777 0.0220 0.0462
H 1.60737 3.74242 1.20738 -0.0043 -0.0009 -0.0094
H 3.71598 3.88912 2.61558 -0.0003 0.0128 -0.0199
H 4.87915 3.04665 1.59392 0.0086 -0.0197 0.0034
H 4.42626 2.37541 3.17914 -0.0117 0.0040 0.0106
H 4.23217 0.74479 1.11141 -0.0019 0.0030 0.0392
```
Positions in Å, forces in eV/Å.

## Properties
Total charge: +1
Energy above the lowest of the compared OMol25 structures with the same formula, charge and spin, kJ/mol: 252.9
HOMO-LUMO gap (alpha / beta), hartree: 0.1815 / 0.1815

=====

4.
DFT (ωB97M-V/def2-TZVPD) results for C25H22BrN5RuS as an isolated structure.

```
55
Properties=species:S:1:pos:R:3:forces:R:3
Ru -0.08496 1.40968 -0.89213 -0.0261 0.0307 0.1031
N 3.72396 0.71622 -2.65159 0.0051 -0.0074 0.0037
C 2.47928 0.57206 -2.17070 0.0040 0.0646 -0.0619
S 1.18068 1.50792 -2.90506 0.0778 -0.0462 -0.0565
N 2.28153 -0.24804 -1.17206 0.0523 -0.0024 0.0040
N 0.93903 -0.26272 -0.86536 -0.0867 -0.0318 0.0449
C 0.31158 -1.38400 -0.73198 -0.0343 0.0289 -0.0230
C 0.97266 -2.70247 -0.74176 0.0318 -0.0019 0.0330
C 1.98427 -2.97823 0.17467 0.0048 -0.0130 -0.0009
C 2.59220 -4.22203 0.17937 -0.0034 0.0077 0.0029
C 2.20576 -5.18910 -0.73903 -0.0044 -0.0007 -0.0072
C 1.20683 -4.91367 -1.66160 0.0126 -0.0149 0.0063
C 0.58439 -3.67538 -1.65965 -0.0219 0.0253 -0.0121
C -1.15148 -1.23737 -0.70812 -0.0106 -0.0012 0.0040
C -2.02684 -2.27680 -0.45994 -0.0098 0.0482 -0.0119
C -3.39077 -2.03677 -0.55326 -0.0048 -0.0331 0.0112
C -3.83758 -0.77577 -0.90386 -0.0001 0.0070 -0.0022
C -2.90659 0.22590 -1.10968 0.0213 0.0009 -0.0124
N -1.59511 0.00751 -1.01051 0.0158 -0.0836 0.0097
H 3.87516 1.26381 -3.47907 0.0013 0.0046 0.0015
H 4.44392 0.08270 -2.34548 -0.0012 -0.0026 -0.0041
H 2.29390 -2.21668 0.87815 -0.0024 0.0005 -0.0018
H 3.37153 -4.43693 0.89796 0.0001 0.0002 0.0002
H 2.68604 -6.15839 -0.73646 -0.0010 -0.0008 -0.0018
H 0.91210 -5.66276 -2.38395 -0.0014 0.0018 -0.0016
H -0.19061 -3.45803 -2.38477 0.0033 -0.0032 -0.0005
H -1.64152 -3.24996 -0.19344 0.0013 -0.0006 0.0010
H -4.09586 -2.83177 -0.35144 -0.0029 0.0036 -0.0037
H -4.89059 -0.55227 -0.99055 0.0000 0.0011 -0.0006
H -3.20792 1.23716 -1.34474 -0.0069 -0.0032 0.0056
Br 4.93590 5.25566 1.53484 -0.0020 -0.0010 -0.0017
C 3.54808 4.19460 0.85907 0.0072 -0.0016 0.0105
C 2.70021 4.69217 -0.11764 -0.0068 -0.0066 -0.0071
C 1.69838 3.87071 -0.59217 -0.0067 -0.0103 0.0045
N 1.50416 2.62570 -0.14039 -0.0085 0.0114 -0.0252
C 2.32276 2.16099 0.81069 -0.0176 -0.0134 0.0014
C 3.35943 2.90619 1.33340 0.0069 0.0101 -0.0034
H 2.81597 5.69147 -0.50991 0.0013 0.0010 0.0002
H 1.03182 4.21062 -1.37314 0.0043 0.0098 -0.0027
H 2.13404 1.15537 1.15822 0.0016 0.0046 -0.0001
H 3.99912 2.48725 2.09586 0.0012 0.0032 0.0009
C -0.93434 2.06505 0.89404 -0.0156 0.0963 -0.0604
C -2.08419 1.37839 1.55108 -0.0022 -0.0091 -0.0163
C -3.37189 1.90982 1.50514 -0.0174 -0.0053 0.0160
C -4.43716 1.25928 2.11506 0.0147 0.0123 -0.0178
C -4.23271 0.05912 2.77732 -0.0056 -0.0117 0.0112
C -2.95207 -0.47844 2.83815 -0.0042 0.0034 -0.0028
C -1.89133 0.17615 2.23356 0.0066 0.0015 -0.0023
H -0.19364 2.36138 1.63520 0.0508 -0.0640 0.0328
H -1.27823 3.01362 0.41507 -0.0252 -0.0059 0.0328
H -3.54052 2.85518 1.00058 0.0038 0.0003 -0.0025
H -5.42622 1.69769 2.07766 -0.0005 -0.0015 0.0018
H -5.05940 -0.44703 3.25791 0.0010 -0.0003 -0.0002
H -2.78006 -1.40739 3.36725 0.0002 -0.0010 -0.0004
H -0.89310 -0.24734 2.28914 -0.0010 -0.0007 0.0022
```
Positions in Å, forces in eV/Å.

## Properties
Total charge: +1
Multiplicity: 2
Energy above the lowest of the compared OMol25 structures with the same formula, charge and spin, kJ/mol: 85.0
HOMO-LUMO gap (alpha / beta), hartree: 0.2710 / 0.2364